# 1
Computed, not measured: a structure of composition C26H55As3NPPd in a non-equilibrium geometry, with ωB97M-V/def2-TZVPD.

Calculated values
Total charge = +2
Spin multiplicity = 1
HOMO level = -13.093 eV
Total energy = -224615.7197 eV

```
87
Properties=species:S:1:pos:R:3:forces:R:3
Pd 0.23097 0.14126 -0.67685 0.28 -0.05 -0.77
C 1.13602 -0.83034 2.76795 -0.06 0.02 0.19
As -0.01683 0.19413 1.62493 0.26 -0.09 -0.51
C 0.22375 2.01014 2.21026 -0.06 -0.09 0.19
C -1.87837 -0.08499 2.08404 0.08 0.15 0.15
C -2.58155 -1.42231 1.85288 0.02 -0.01 0.04
C -1.74083 -2.59485 2.34444 0.05 -0.08 0.04
C -2.92651 -1.59669 0.35871 -0.16 -0.22 0.11
As -1.43242 -1.69552 -0.86972 0.04 0.28 -0.02
C -0.78203 -3.51933 -0.77991 -0.04 -0.05 -0.06
C -2.30181 -1.73204 -2.60499 -0.12 -0.16 0.12
C -3.92431 -1.36024 2.60936 -0.23 0.03 -0.08
As -4.22157 -1.39458 4.59307 0.54 -0.19 -0.17
C -2.54643 -0.65881 5.34483 -0.17 0.12 0.13
C -3.81129 -3.28884 4.92813 -0.20 0.02 0.07
H 0.73775 -0.73643 3.77919 0.07 -0.04 0.04
H 2.13765 -0.40549 2.72466 -0.01 0.02 -0.01
H 1.16739 -1.87384 2.47451 -0.04 0.03 0.11
H 0.02433 2.00501 3.28335 0.01 0.12 0.01
H -0.48669 2.65812 1.70479 -0.03 -0.01 -0.01
H 1.23730 2.34917 2.02923 0.03 0.01 0.02
H -2.40791 0.72331 1.57089 0.01 0.01 0.01
H -1.88364 0.15151 3.15044 -0.05 0.01 -0.01
H -0.81403 -2.71122 1.77845 -0.01 0.04 -0.04
H -2.29599 -3.52962 2.25481 -0.01 0.00 -0.01
H -1.46954 -2.47632 3.39179 -0.02 0.01 0.00
H -3.54436 -0.76486 0.00938 -0.01 0.02 0.05
H -3.51317 -2.50990 0.23016 -0.02 0.00 -0.01
H -1.62958 -4.17859 -0.59599 0.04 -0.06 0.00
H -0.03856 -3.64669 0.00008 0.00 -0.02 0.03
H -0.33232 -3.77675 -1.73833 -0.02 0.02 -0.01
H -3.04024 -2.53367 -2.59001 -0.02 0.01 -0.10
H -1.56806 -1.93306 -3.38326 0.03 0.00 0.03
H -2.79581 -0.78934 -2.81505 -0.04 0.02 -0.02
H -4.52688 -2.21418 2.28261 -0.05 0.03 -0.01
H -4.46488 -0.46975 2.27418 -0.01 -0.02 -0.06
H -2.52531 0.42453 5.21642 0.03 0.00 0.04
H -1.61407 -1.09822 4.98873 -0.08 -0.07 -0.07
H -2.60916 -0.85361 6.41575 0.02 0.04 0.02
H -4.45717 -3.89860 4.29580 -0.01 -0.02 0.04
H -4.07826 -3.48680 5.96545 0.00 -0.06 0.00
H -2.77679 -3.58749 4.77508 0.02 0.12 -0.02
C 3.63526 2.20018 0.11854 0.01 0.02 -0.03
C 3.99184 0.87105 -0.54483 0.17 0.13 -0.14
C 5.16043 1.06649 -1.52041 0.01 -0.01 -0.02
P 2.53089 0.00909 -1.23664 -0.37 0.10 0.96
C 2.90325 -1.79215 -1.23463 0.09 -0.12 -0.02
C 2.70451 -2.37393 0.16682 0.03 -0.01 -0.03
C 4.28854 -2.19270 -1.75424 -0.01 -0.03 0.04
C 2.04819 0.50096 -2.93048 -0.08 0.06 -0.06
C 2.11252 2.01720 -3.12496 0.03 0.01 -0.05
C 2.72290 -0.23980 -4.08784 -0.06 -0.02 -0.03
H 4.48726 2.56481 0.69312 0.01 0.00 -0.02
H 2.79008 2.09670 0.79392 -0.03 -0.01 0.04
H 3.39182 2.96076 -0.62459 -0.01 -0.01 0.01
H 4.30275 0.17433 0.24324 0.00 -0.04 -0.02
H 4.96201 1.89477 -2.20038 -0.01 -0.01 0.01
H 5.38908 0.18516 -2.11359 0.00 -0.02 0.01
H 6.05621 1.32262 -0.95371 0.00 0.02 0.00
H 2.13702 -2.21712 -1.89512 0.00 0.02 0.01
H 3.46603 -2.00422 0.85771 -0.01 0.02 0.01
H 2.80680 -3.45915 0.13264 0.02 -0.01 -0.01
H 1.72415 -2.12875 0.57194 0.04 -0.04 -0.15
H 5.07190 -1.82600 -1.09029 0.01 0.00 0.00
H 4.49998 -1.84545 -2.76204 -0.03 0.02 -0.02
H 4.35687 -3.28121 -1.75640 0.01 0.00 -0.02
H 0.96731 0.21000 -2.96233 -0.03 0.00 0.01
H 3.13852 2.33392 -3.31051 -0.01 -0.01 -0.01
H 1.73402 2.56970 -2.26793 -0.04 0.00 0.04
H 1.51860 2.30025 -3.99417 0.01 0.00 -0.01
H 3.79165 -0.02750 -4.11124 0.00 0.01 0.01
H 2.29368 0.11390 -5.02591 0.01 -0.01 -0.01
H 2.58002 -1.31809 -4.04392 0.02 -0.01 0.02
C -2.98225 5.69509 -2.63005 0.01 0.01 -0.02
C -2.31718 4.45068 -2.13225 0.00 0.02 0.01
C -1.10029 4.48609 -1.45596 -0.02 -0.03 0.01
C -0.53286 3.31086 -1.00530 0.00 0.01 -0.02
N -1.08649 2.10170 -1.17844 0.15 0.13 0.01
C -2.26317 2.07270 -1.81817 0.01 0.01 0.07
C -2.89880 3.19658 -2.30393 -0.02 -0.02 0.01
H -2.29356 6.53698 -2.64458 0.00 0.00 0.00
H -3.82098 5.95633 -1.98197 0.00 -0.01 0.00
H -3.38017 5.54899 -3.63370 0.00 0.00 0.00
H -0.59127 5.42495 -1.28153 -0.01 0.00 0.00
H 0.41415 3.33621 -0.47882 0.02 -0.03 -0.02
H -2.72178 1.10086 -1.93446 0.00 -0.05 -0.02
H -3.84825 3.09193 -2.81282 0.00 0.01 -0.01
```
Forces are in eV/Å.

---

# 2
Computed, not measured: a structure of composition C10H15Br19NO5S2 in a non-equilibrium geometry, with ωB97M-V/def2-TZVPD.

Calculated values
Total charge = -1
Spin multiplicity = 1
HOMO level = -6.177 eV
Total energy = -1374817.3008 eV

```
52
Properties=species:S:1:pos:R:3:forces:R:3
C -0.65881 1.66519 -0.39617 0.91 -0.16 0.55
C 0.64397 1.56145 0.42924 -0.55 0.22 -0.13
C 1.61825 0.51065 -0.05747 -0.68 -0.36 0.39
O 2.47305 0.16340 1.04484 0.33 0.21 -0.42
C 3.84024 0.24975 0.77091 -0.19 -0.18 0.41
S 4.43857 1.91437 0.33763 1.05 0.05 -0.48
O 3.59107 2.91737 0.91149 -1.15 0.08 -0.14
O 5.77076 1.96059 0.87763 0.81 -0.70 0.12
N 4.54674 1.89105 -1.29240 -0.95 0.56 0.20
S 3.77926 3.08815 -2.01977 0.24 -0.60 0.98
O 2.36934 3.15320 -1.79797 -0.80 -0.41 -0.18
O 4.45212 4.33531 -1.93709 0.77 0.77 -0.40
Br 3.96472 2.39568 -4.15755 0.11 -0.10 -0.07
H -0.46154 1.34721 -1.41478 -0.25 0.11 -0.20
H -1.42205 1.04380 0.06038 -0.26 -0.11 -0.22
H -0.97760 2.69899 -0.37864 -0.29 0.17 -0.20
H 0.38598 1.29811 1.45321 -0.03 -0.05 0.15
H 1.09403 2.54174 0.46908 0.50 0.11 -0.02
H 2.15923 0.80965 -0.94767 0.30 0.28 0.00
H 1.05195 -0.38403 -0.33679 0.30 0.08 0.19
H 4.17837 -0.47986 0.03569 0.04 0.21 -0.45
H 4.36319 0.03282 1.70441 -0.34 0.02 -0.72
C -1.02232 -1.72795 -3.18836 0.02 0.08 0.03
Br -0.86272 -1.70469 -1.26759 -0.36 -0.34 -0.27
Br -2.80118 -2.23127 -3.73432 0.04 0.14 -0.05
Br -0.47237 -0.06156 -3.97850 -0.03 -0.09 0.05
H -0.34880 -2.48865 -3.55313 0.00 -0.04 0.00
C 4.94513 -1.03534 4.90220 -0.09 0.24 -0.05
Br 5.94217 -2.54235 4.22418 -0.03 0.05 0.00
Br 5.07141 0.49678 3.74783 0.48 0.09 0.88
Br 3.10263 -1.48687 5.22591 0.07 -0.20 0.07
H 5.38583 -0.76371 5.84926 0.00 -0.07 0.05
C -5.54334 0.06920 -5.37805 0.01 -0.01 0.09
Br -6.47546 1.46888 -6.32043 0.01 -0.07 0.03
Br -5.47992 0.39941 -3.48475 -0.09 0.06 -0.26
Br -6.28195 -1.66983 -5.77074 0.02 0.04 0.02
H -4.52365 0.06760 -5.73578 0.02 -0.02 -0.01
C -4.00201 -5.75447 -1.37940 0.05 0.10 -0.01
Br -3.24870 -5.76721 -3.15231 -0.05 -0.19 0.09
Br -2.63177 -5.81096 -0.02767 -0.06 0.04 -0.06
Br -5.19034 -4.25493 -1.12630 0.07 -0.05 0.00
H -4.59273 -6.65157 -1.27514 -0.02 -0.02 0.00
C -4.96111 -0.59410 0.32386 0.10 0.01 0.01
Br -4.67319 -0.67538 2.22566 -0.02 0.01 -0.09
Br -6.75316 -1.12810 -0.14989 0.03 0.05 0.03
Br -4.51309 1.13868 -0.38849 -0.05 -0.08 0.22
H -4.28713 -1.30744 -0.13160 0.01 -0.02 -0.03
C 0.56834 1.97877 6.02391 0.06 -0.07 -0.19
Br 0.98448 1.38182 4.24719 -0.02 0.12 0.04
Br -0.90737 0.99330 6.78585 0.04 0.01 0.01
Br 2.11502 1.93778 7.17634 -0.05 0.00 0.00
H 0.25644 3.00951 5.95207 -0.02 0.02 0.05
```
Forces are in eV/Å.

---

# 3
Computed, not measured: a cluster of 2 separate species, C4H12N3 in total, with ωB97M-V/def2-TZVPD.

Calculated values
Total charge = +1
Spin multiplicity = 1
HOMO level = -13.606 eV
Total energy = -8806.0609 eV

```
19
Properties=species:S:1:pos:R:3:forces:R:3
C 1.46365 -0.31217 -1.93436 -0.33 -0.03 0.11
C -0.77940 0.27350 -2.11124 -0.20 -0.05 -0.21
N 0.07054 -0.43128 -1.50677 0.18 0.15 0.25
H 2.05807 0.10787 -1.11982 0.01 -0.04 0.02
H 1.57278 0.33050 -2.80840 0.09 0.00 -0.10
H 1.84426 -1.30838 -2.14849 0.08 0.00 -0.06
H -1.83191 0.21141 -1.83876 0.02 -0.02 0.06
H -0.52942 0.93659 -2.94061 0.07 0.06 -0.08
C -0.80508 1.85975 1.29229 -0.07 0.12 0.40
N 0.30127 -1.63854 1.43114 -0.12 0.05 -0.20
C -0.43184 -0.55440 1.28558 0.05 0.04 0.02
N -0.01246 0.65451 1.54458 0.25 -0.37 -0.28
H -1.69110 1.87038 1.92738 0.01 -0.11 -0.10
H -1.08022 1.92819 0.24684 -0.01 0.01 -0.14
H -0.20829 2.72147 1.57221 0.06 0.01 -0.08
H 1.30891 -1.58895 1.46083 -0.02 -0.02 0.21
H -0.09197 -2.52257 1.14993 0.02 0.01 -0.02
H -1.46479 -0.67359 0.98321 -0.01 -0.05 0.09
H 0.97370 0.75044 1.74959 -0.09 0.24 0.12
```
Forces are in eV/Å.

---

# 4
Computed, not measured: a structure of composition C16H15BrSZn in a non-equilibrium geometry, with ωB97M-V/def2-TZVPD.

Calculated values
Total charge = -2
Spin multiplicity = 1
HOMO level = 0.819 eV
Total energy = -146128.6737 eV

```
34
Properties=species:S:1:pos:R:3:forces:R:3
C 0.66653 1.68869 -1.13595 0.18 -0.75 -0.58
C 1.79153 0.82102 -1.04281 -0.81 0.10 -0.81
C 1.50536 -0.35893 -1.77896 -0.63 0.80 -0.34
H 2.71307 0.99961 -0.50904 -0.07 0.04 0.16
C 0.19300 -0.23451 -2.33199 0.57 0.48 0.41
C -0.32525 1.03547 -1.93487 0.53 -0.21 0.26
H -1.30406 1.43695 -2.18774 0.03 -0.01 -0.04
H 0.56091 2.66168 -0.66697 0.04 -0.01 0.01
H 2.19252 -1.18977 -1.91337 -0.22 0.01 0.11
H -0.31147 -0.96462 -2.96439 0.06 0.10 0.17
Zn -1.97241 2.25851 1.43766 0.85 -0.57 -0.59
Br -0.17094 1.13480 2.14046 -0.36 0.33 0.24
C -3.86410 2.45426 2.57849 -0.19 1.18 0.05
C -4.23124 2.75569 1.22052 0.14 0.19 0.47
C -3.49688 3.90613 0.80291 0.04 0.03 0.45
H -5.03272 2.27925 0.65571 0.51 -0.03 0.11
C -2.65658 4.32865 1.88874 -1.02 -0.08 0.55
C -2.91016 3.45017 3.00508 -1.13 0.49 -0.44
H -2.52693 3.57184 4.01545 0.17 -0.27 -0.44
H -4.31541 1.68470 3.20330 0.35 0.16 -0.27
H -3.66247 4.45927 -0.12143 0.34 -0.40 0.18
H -2.05365 5.23749 1.90459 -0.06 -0.52 -0.03
S 1.66993 -1.18277 1.52001 -0.15 1.29 1.05
C 1.71941 -2.68546 0.83001 0.57 -0.78 0.01
C 2.92028 -3.42154 1.03987 -0.45 -0.89 -0.67
C 3.03243 -4.70123 0.53698 -0.20 0.05 -0.04
C 1.98051 -5.27969 -0.19100 -0.09 -0.22 -0.16
C 0.80851 -4.54354 -0.43491 0.26 0.07 0.25
C 0.66148 -3.25541 0.06589 0.46 -0.40 0.03
H 3.72203 -2.95112 1.60457 -0.20 -0.08 -0.11
H 3.94714 -5.25733 0.71974 0.02 -0.16 -0.07
H 2.07888 -6.29750 -0.56678 -0.03 0.13 -0.01
H 0.00133 -4.99095 -1.01889 0.15 0.05 0.08
H -0.23906 -2.66328 -0.11018 0.35 -0.13 0.03
```
Forces are in eV/Å.

---

Question: The lowest total charge belongs to which entry?
Answer: C16H15BrSZn

---

Question: Number 2 is which compound?
Answer: C10H15Br19NO5S2

---

Question: Look up the HOMO level of the second one.
Answer: -6.177 eV